# 1
This record from OMol25 describes one molecule with the formula C25H28N2O7. The level of theory is wB97M-V/def2-TZVPD.

Geometry (Å):
C 2.297 4.723 -0.141
H 2.030 5.036 -1.152
H 3.128 5.339 0.208
H 1.445 4.815 0.528
O 2.661 3.351 -0.131
C 3.681 3.003 -0.926
O 4.299 3.794 -1.589
C 3.950 1.516 -0.898
H 3.646 1.128 -1.875
C 3.174 0.778 0.188
H 3.461 -0.276 0.183
C 1.681 0.846 -0.109
O 1.237 0.759 -1.234
N 0.911 0.997 0.999
C -0.495 0.970 1.002
C -1.191 1.658 0.017
C -2.577 1.646 -0.053
C -3.291 0.959 0.946
C -2.576 0.281 1.927
C -1.191 0.245 1.969
C -0.486 -0.580 3.014
C 0.720 -1.337 2.515
N 1.803 -1.198 3.244
C 2.927 -1.836 2.888
C 3.033 -2.603 1.762
C 1.900 -2.749 0.933
C 1.921 -3.466 -0.272
C 0.822 -3.560 -1.095
C -0.397 -2.934 -0.685
C -0.442 -2.264 0.511
C 0.693 -2.120 1.332
H -1.365 -1.818 0.834
O -1.479 -3.040 -1.513
C -2.620 -2.265 -1.229
H -3.283 -2.405 -2.082
H -2.369 -1.205 -1.128
H -3.127 -2.605 -0.321
O 1.024 -4.280 -2.224
C 0.079 -4.313 -3.273
H -0.841 -4.818 -2.974
H 0.564 -4.879 -4.068
H -0.157 -3.310 -3.632
H 2.832 -3.951 -0.590
H 3.961 -3.084 1.494
H 3.765 -1.683 3.556
H -1.199 -1.294 3.435
H -0.144 0.058 3.836
H -3.154 -0.256 2.664
O -4.646 0.832 1.058
C -5.515 1.668 0.326
H -6.508 1.465 0.727
H -5.498 1.436 -0.741
H -5.273 2.723 0.469
O -3.275 2.266 -1.057
C -2.551 2.915 -2.074
H -3.302 3.276 -2.777
H -1.871 2.229 -2.587
H -1.984 3.766 -1.684
H -0.613 2.184 -0.722
H 1.356 0.907 1.901
H 3.391 1.193 1.172
H 5.026 1.366 -0.799

Computed properties:
**HOMO energy**: -7.862 eV
**F_max**: 0.704 eV Å⁻¹
**Total charge**: 0
**SMILES string**: COC(=O)CCC(=O)Nc1cc(OC)c(OC)cc1Cc1nccc2cc(OC)c(OC)cc12
**2S+1**: 1
**Orbital gap**: 8.3 eV
**ΔE to the lowest compared entry with this formula, charge and spin**: 109.3 kJ/mol

List of Löwdin charges in e, atom by atom: atom 1 (C): -0.04, atom 2 (H): 0.10, atom 3 (H): 0.10, atom 4 (H): 0.09, atom 5 (O): -0.06, atom 6 (C): -0.50, atom 7 (O): 0.11, atom 8 (C): -0.07, atom 9 (H): 0.13, atom 10 (C): -0.09, atom 11 (H): 0.12, atom 12 (C): -0.48, atom 13 (O): 0.08, atom 14 (N): 0.15, atom 15 (C): -0.18, atom 16 (C): 0.06, atom 17 (C): -0.19, atom 18 (C): -0.20, atom 19 (C): 0.03, atom 20 (C): -0.19, atom 21 (C): -0.06, atom 22 (C): -0.25, atom 23 (N): 0.10, atom 24 (C): -0.15, atom 25 (C): -0.03, atom 26 (C): -0.17, atom 27 (C): 0.06, atom 28 (C): -0.18, atom 29 (C): -0.16, atom 30 (C): 0.06, atom 31 (C): -0.09, atom 32 (H): 0.10, atom 33 (O): -0.10, atom 34 (C): -0.05, atom 35 (H): 0.10, atom 36 (H): 0.10, atom 37 (H): 0.10, atom 38 (O): -0.06, atom 39 (C): -0.07, atom 40 (H): 0.09, atom 41 (H): 0.09, atom 42 (H): 0.10, atom 43 (H): 0.13, atom 44 (H): 0.11, atom 45 (H): 0.10, atom 46 (H): 0.13, atom 47 (H): 0.13, atom 48 (H): 0.13, atom 49 (O): -0.07, atom 50 (C): -0.08, atom 51 (H): 0.09, atom 52 (H): 0.09, atom 53 (H): 0.10, atom 54 (O): -0.11, atom 55 (C): -0.07, atom 56 (H): 0.10, atom 57 (H): 0.10, atom 58 (H): 0.10, atom 59 (H): 0.11, atom 60 (H): 0.14, atom 61 (H): 0.12, atom 62 (H): 0.13


# 2
This record from OMol25 describes an isolated ion of composition CN5O and charge -1. The level of theory is wB97M-V/def2-TZVPD.

Geometry (Å):
C 0.211 -0.030 -0.100
N -0.398 1.139 0.140
N -0.639 -1.082 -0.191
N -1.644 0.834 0.138
N -1.853 -0.482 -0.045
N 1.646 -0.525 0.111
O 2.678 0.147 -0.054

Computed properties:
**HOMO energy (spin up / spin down)**: -4.871 / -4.867 eV
**F_max**: 3.346 eV Å⁻¹
**Total charge**: -1
**SMILES string**: [O-]N=C1N=NN=N1
**2S+1**: 1
**Orbital gap (spin up / spin down)**: 8.5 / 8.5 eV
**ΔE to the lowest compared entry with this formula, charge and spin**: 9.3 kJ/mol

List of Löwdin charges in e, atom by atom: atom 1 (C): -0.48, atom 2 (N): -0.04, atom 3 (N): -0.03, atom 4 (N): -0.17, atom 5 (N): -0.13, atom 6 (N): -0.03, atom 7 (O): -0.11


Which of these has the lowest total charge? CN5O